Density functional theory data (ωB97M-V/def2-TZVPD) for 3 unconnected molecules or ions with the total composition C14H29BClNO12S2.

Geometry as ORCA input:
```
! RIJCOSX wB97M-V def2-TZVPD def2/J DEFGRID3
* xyz 0 1
Cl -0.07 0.99 3.57
S 2.86 -3.76 -5.97
S -2.90 2.58 6.35
O 2.11 -5.05 -6.61
O 1.57 1.72 -1.39
O 1.91 -2.69 -5.85
O -3.84 1.49 6.49
O 1.77 -1.73 -1.55
O -3.71 3.98 6.48
O -3.66 -0.88 -1.44
O -2.12 0.13 -0.54
O 4.13 -3.59 -6.63
O 1.30 3.94 -0.77
O -0.03 2.22 0.32
O -1.70 2.65 7.14
N -2.91 -1.00 -0.51
C 0.52 0.68 -1.30
C 1.46 -4.90 -7.87
C 2.46 -4.82 -9.01
C -3.58 4.52 8.85
C 2.05 2.61 2.64
C 3.16 -4.44 -4.36
C 1.48 0.40 1.19
C -1.10 -0.13 0.48
C 0.96 2.76 -0.59
C -0.16 -1.18 -3.25
C -4.47 4.21 7.66
C 1.51 1.08 2.64
C -2.45 2.73 4.64
C 0.22 0.76 0.29
B 0.79 -0.77 -1.97
H 1.50 -0.74 1.38
H 1.95 -4.80 -9.98
H 2.28 0.50 3.26
H -2.97 3.65 9.13
H 3.72 -5.37 -4.47
H -0.31 1.20 -1.93
H -2.90 5.34 8.62
H 1.41 -2.64 -1.73
H -5.11 5.08 7.46
H -0.59 -0.23 -3.73
H 3.06 -3.91 -8.94
H -3.35 2.70 4.03
H 1.33 3.34 2.15
H 0.84 -5.79 -8.01
H -4.18 4.79 9.72
H -5.13 3.37 7.86
H 2.15 2.95 3.74
H 3.15 -5.67 -8.99
H -1.61 0.04 1.50
H -0.78 -1.24 0.49
H 2.21 -4.61 -3.86
H 3.75 -3.71 -3.81
H 3.10 2.61 2.21
H -1.81 1.88 4.39
H -1.91 3.66 4.50
H 0.80 -4.03 -7.86
H 0.44 -1.70 -4.10
H 2.50 0.64 0.71
H -1.07 -1.81 -2.94
*
```

Computed properties:
**Gap between HOMO and LUMO**: 0.3808 Eh
**F_max**: 4.82 eV/A
**SMILES**: CB(O)[C@@H]1OC(=O)O[C@]1(CON=O)C[C@@H](C)Cl.CCOS(C)(=O)=O.CCOS(C)(=O)=O
**HOMO level**: -10.771 eV
**LUMO**: -0.409 eV